ORCA calculation (ωB97M-V/def2-TZVPD) on 2 unconnected molecules or ions with the total composition C10H16.

Properties
relative energy (zero: lowest compared OMol25 entry of this formula, charge and spin) = 49.2 kcal/mol
⟨S²⟩ = 0.752
multiplicity = 2
net charge = -1

Each atom is followed by the atoms it is bonded to, with distances in Å.
Element x y z (Å)
1 C -1.70 1.47 1.16  C2 1.497, H3 1.093, H4 1.199, H5 1.106
2 C -3.11 1.76 0.74  C1 1.497, H6 1.115, H7 0.967, H8 1.102
3 H -1.62 1.80 2.20  C1 1.093
4 H -1.26 0.36 1.18  C1 1.199
5 H -0.90 2.06 0.70  C1 1.106
6 H -3.87 1.38 1.46  C2 1.115
7 H -3.27 2.70 0.60  C2 0.967
8 H -3.44 1.29 -0.20  C2 1.102
9 C 1.07 1.54 -0.11  C10 1.585, C11 1.592, H17 1.170, H18 1.186
10 C 2.46 1.83 -0.81  C9 1.585, H19 1.104, H25 1.101, H26 1.042
11 C 0.73 -0.01 -0.16  C9 1.592, C12 1.371, C13 1.405
12 C 0.58 -0.80 0.96  C11 1.371, C14 1.360, H20 1.098
13 C 0.55 -0.66 -1.39  C11 1.405, C15 1.428, H21 1.116
14 C 0.13 -2.08 0.93  C12 1.360, C16 1.381, H22 1.154
15 C 0.15 -2.03 -1.45  C13 1.428, C16 1.392, H23 1.096
16 C -0.15 -2.71 -0.27  C14 1.381, C15 1.392, H24 1.101
17 H 1.14 1.84 1.02  C9 1.170
18 H 0.26 2.20 -0.66  C9 1.186
19 H 2.43 1.90 -1.92  C10 1.104
20 H 0.81 -0.41 1.96  C12 1.098
21 H 0.64 0.01 -2.27  C13 1.116
22 H -0.02 -2.61 1.94  C14 1.154
23 H -0.10 -2.38 -2.46  C15 1.096
24 H -0.52 -3.73 -0.45  C16 1.101
25 H 3.05 1.01 -0.38  C10 1.101
26 H 2.56 2.77 -0.38  C10 1.042

Charges in e, computed with Löwdin, in the same order as the atoms: atom 1 (C): -0.213, atom 2 (C): -0.226, atom 3 (H): 0.052, atom 4 (H): 0.095, atom 5 (H): 0.008, atom 6 (H): 0.070, atom 7 (H): -0.022, atom 8 (H): 0.060, atom 9 (C): -0.318, atom 10 (C): -0.192, atom 11 (C): -0.292, atom 12 (C): -0.180, atom 13 (C): -0.106, atom 14 (C): -0.167, atom 15 (C): -0.138, atom 16 (C): -0.165, atom 17 (H): 0.105, atom 18 (H): 0.068, atom 19 (H): 0.047, atom 20 (H): 0.103, atom 21 (H): 0.067, atom 22 (H): 0.111, atom 23 (H): 0.081, atom 24 (H): 0.083, atom 25 (H): 0.068, atom 26 (H): 0.003